Below is C2HCuFO2 as an isolated structure at a distorted geometry, with properties calculated with ωB97M-V with the def2-TZVPD basis set.

Structure (XYZ):
```
7
Properties=species:S:1:pos:R:3
O 0.12817 -1.07812 -1.00488
C -0.98314 -0.84497 -0.55608
C -1.28933 0.02789 0.51588
H -1.64036 -0.47434 1.42759
F -2.14615 1.04311 0.17628
Cu 1.72059 -0.26744 -0.33806
O 0.91644 0.68300 0.89280
```

Energy relative to the best compared isomer or geometry (same formula, charge and spin) (eV): 3.343
Max |F| (Eh/bohr): 0.0382
HOMO (alpha / beta) (eV): -8.62 / -8.20
Calculated total energy (a.u.): -1967.37091
Frontier orbital gap (alpha / beta) (eV): 7.4 / 6.6
Multiplicity: 2

Below is C2HEuO4 as an isolated structure at a distorted geometry, with properties calculated with ωB97M-V with the def2-TZVPD basis set.

Structure (XYZ):
```
8
Properties=species:S:1:pos:R:3
O -2.01552 0.83870 -0.44739
C -1.35889 -0.16215 -0.34269
O -0.02264 -0.12236 -0.39375
C 0.86680 -0.20542 0.87182
O 0.37570 -0.57881 1.89861
O 1.94691 0.30195 0.51357
Eu 1.94318 1.12634 -1.70562
H -1.73554 -1.19825 -0.39454
```

Energy relative to the best compared isomer or geometry (same formula, charge and spin) (eV): 0.055
Max |F| (Eh/bohr): 0.0242
HOMO (alpha / beta) (eV): -5.80 / -10.92
Calculated total energy (a.u.): -1088.07098
Frontier orbital gap (alpha / beta) (eV): 5.6 / 10.6
Multiplicity: 9

Below is a 2-piece molecular cluster, C2HF overall at a distorted geometry, with properties calculated with ωB97M-V with the def2-TZVPD basis set.

Structure (XYZ):
```
4
Properties=species:S:1:pos:R:3
C 1.64668 0.66335 -0.43226
C -1.41098 0.36512 0.74252
F -1.62589 -0.56687 -0.11184
H 1.39018 -0.46160 -0.19842
```

Energy relative to the best compared isomer or geometry (same formula, charge and spin) (eV): 8.557
Max |F| (Eh/bohr): 0.0465
HOMO (alpha / beta) (eV): -7.41 / -7.43
Calculated total energy (a.u.): -176.23147
Frontier orbital gap (alpha / beta) (eV): 5.3 / 5.3
Multiplicity: 1

Below is a 2-piece molecular cluster, C2HF3O2 overall at a distorted geometry, with properties calculated with ωB97M-V with the def2-TZVPD basis set.

Structure (XYZ):
```
8
Properties=species:S:1:pos:R:3
C -0.16500 1.65098 0.16219
C -0.25031 -1.87612 -0.04678
O 0.40252 2.64270 -0.13363
O -0.07862 0.40460 -0.22341
F -0.84705 1.76387 1.40602
F -0.08858 -2.77734 0.84223
F 0.67419 -2.29091 -0.91005
H 0.35286 0.48222 -1.09657
```

Energy relative to the best compared isomer or geometry (same formula, charge and spin) (eV): 3.559
Max |F| (Eh/bohr): 0.0954
HOMO (eV): -11.11
Calculated total energy (a.u.): -526.79217
Frontier orbital gap (eV): 11.2
Multiplicity: 1

Below is a 2-piece molecular cluster, C2HF4P overall at a distorted geometry, with properties calculated with ωB97M-V with the def2-TZVPD basis set.

Structure (XYZ):
```
8
Properties=species:S:1:pos:R:3
C -1.35307 0.21118 -1.16881
C 1.28139 -0.21278 1.08456
F -2.36283 0.52567 -2.07681
F 0.53377 -0.02762 2.18237
F 1.69629 0.88355 0.47668
F 2.15259 -1.23467 1.30124
P -1.00171 -1.39300 -0.78604
H -0.94644 1.24766 -1.01319
```

Energy relative to the best compared isomer or geometry (same formula, charge and spin) (eV): 4.686
Max |F| (Eh/bohr): 0.0573
HOMO (alpha / beta) (eV): -9.21 / -9.76
Calculated total energy (a.u.): -817.46379
Frontier orbital gap (alpha / beta) (eV): 8.8 / 8.3
Multiplicity: 1

Below is a 2-piece molecular cluster, C2HF6OP overall at a distorted geometry, with properties calculated with ωB97M-V with the def2-TZVPD basis set.

Structure (XYZ):
```
11
Properties=species:S:1:pos:R:3
C 0.56459 -1.69737 -1.36415
C 2.55891 -0.54675 0.72571
O 3.20308 -0.97125 -1.92626
F -0.50680 -1.21628 -0.62365
F 0.27298 -2.09475 -2.59163
F 1.04923 -2.73209 -0.67070
F 2.37103 -1.69846 1.28444
F 1.87862 0.36693 1.38107
F 3.80207 -0.18612 0.84180
P 2.05980 -0.47225 -1.11034
H 1.23806 2.01592 -2.06302
```

Energy relative to the best compared isomer or geometry (same formula, charge and spin) (eV): 1.695
Max |F| (Eh/bohr): 0.0439
HOMO (alpha / beta) (eV): -11.36 / -10.12
Calculated total energy (a.u.): -1092.46554
Frontier orbital gap (alpha / beta) (eV): 8.9 / 9.1
Multiplicity: 1